Formula: C7H17NO
Source: OMol25
Level of theory: the ωB97M-V functional and the def2-TZVPD basis

For the gap between HOMO and LUMO (spin up / spin down), the calculation gives 10.59 / 6.31 eV. The HOMO energy (spin up / spin down) is -0.526 / -0.526 Ha. As for the net charge: +1. Its spin multiplicity is 2. As for the relative energy (zero: lowest compared OMol25 entry of this formula, charge and spin): 324.3 kJ/mol.

Each line ends with the Löwdin charge.
Positions of all 26 atoms, in Å:
C (0.84884, 0.51226, -1.14055)  -0.226
C (-0.48819, 1.07586, -1.47576)  -0.081
C (2.12959, -1.10210, -2.09222)  -0.039
C (-1.36617, -1.96939, -0.79432)  0.040
C (0.10961, -2.16243, -1.03521)  -0.306
O (0.76844, -3.09541, -1.42825)  0.161
N (0.97299, -0.92916, -1.18970)  0.078
H (1.50788, 1.09415, -1.78984)  0.133
H (1.12451, 0.79963, -0.06342)  0.183
H (-1.52123, 0.66292, -1.49428)  0.080
H (-0.46844, 0.88242, -2.64034)  0.130
H (2.08890, -0.56037, -3.00507)  0.083
H (-1.78491, -1.72120, -1.78141)  0.119
H (-0.80131, 2.10616, -1.36759)  0.092
H (3.23793, -1.04915, -1.48001)  0.216
H (2.11820, -2.05029, -2.79632)  0.141
H (-1.80162, -2.86599, -0.32820)  0.117
H (-1.54995, -1.15885, -0.11087)  0.076
C (-0.58505, 0.70744, 3.53523)  -0.156
C (-0.62273, 2.17084, 2.95796)  -0.162
H (0.13738, 0.64789, 4.32328)  0.055
H (-1.63226, 0.51585, 3.94008)  0.083
H (-0.52738, 0.02096, 2.69089)  0.029
H (-1.14301, 2.75281, 3.70618)  0.060
H (-1.19168, 2.33728, 2.07142)  0.035
H (0.43965, 2.37789, 2.78830)  0.060

=====

Formula: C5H15N3
Source: OMol25
Level of theory: the ωB97M-V functional and the def2-TZVPD basis

For the gap between HOMO and LUMO, the calculation gives 9.14 eV. The HOMO energy is -0.302 Ha. As for the net charge: 0. As for the relative energy (zero: lowest compared OMol25 entry of this formula, charge and spin): 212.5 kJ/mol. As for the structure (SMILES): N/C=C/N.CN(C)C.

Each line ends with the Löwdin charge.
Positions of all 23 atoms, in Å:
N (-2.63256, -0.51291, 1.92312)  -0.024
C (-1.25253, -0.20595, 1.70387)  -0.254
C (-0.54689, 0.58769, 2.53962)  -0.179
N (0.87525, 0.86230, 2.46250)  0.005
H (-2.75921, -1.50208, 2.08746)  0.056
H (-3.22450, -0.25527, 1.09398)  0.081
H (-0.81739, -0.72325, 0.86227)  0.066
H (-1.05075, 1.05904, 3.40296)  0.108
H (1.29519, 0.30349, 1.71559)  0.058
H (1.34774, 0.64096, 3.35208)  0.077
C (1.34853, 1.14614, -1.21158)  -0.137
N (0.69884, -0.15435, -1.14720)  -0.342
C (-0.71230, -0.01153, -1.61669)  -0.135
C (1.34156, -1.20979, -1.94212)  -0.133
H (1.04928, 1.77872, -0.37652)  0.070
H (1.25091, 1.71126, -2.16865)  0.087
H (2.44594, 0.98383, -1.08392)  0.086
H (-1.20638, -1.02905, -1.55295)  0.094
H (-1.16522, 0.73037, -1.00338)  0.055
H (-0.81737, 0.27924, -2.69554)  0.088
H (0.82413, -2.20989, -1.68063)  0.101
H (2.40397, -1.26697, -1.59553)  0.079
H (1.30374, -1.00198, -3.06872)  0.095

=====

Formula: H2N2O2
Source: OMol25
Level of theory: the ωB97M-V functional and the def2-TZVPD basis

For the gap between HOMO and LUMO (spin up / spin down), the calculation gives 10.04 / 10.04 eV. The HOMO energy (spin up / spin down) is -0.361 / -0.361 Ha. As for the net charge: 0. As for the relative energy (zero: lowest compared OMol25 entry of this formula, charge and spin): 319.6 kJ/mol. As for the structure (SMILES): O/N=N/O.

Each line ends with the Löwdin charge.
Positions of all 6 atoms, in Å:
O (1.76285, -0.16950, -0.05033)  -0.122
N (0.59103, 0.50951, -0.06030)  -0.053
N (-0.55061, -0.36119, -0.10546)  -0.018
O (-1.76664, 0.27092, -0.14639)  -0.063
H (2.46210, 0.08957, 0.66108)  0.155
H (-2.49873, -0.33930, -0.29859)  0.101

=====

Formula: C5H10O2
Source: OMol25
Level of theory: the ωB97M-V functional and the def2-TZVPD basis

For the gap between HOMO and LUMO, the calculation gives 10.17 eV. The HOMO energy is -0.344 Ha. As for the net charge: 0. As for the relative energy (zero: lowest compared OMol25 entry of this formula, charge and spin): 234.4 kJ/mol. As for the structure (SMILES): OCCC1COC1.

Each line ends with the Löwdin charge.
Positions of all 17 atoms, in Å:
O (0.42081, 0.72613, 2.03104)  -0.066
C (0.18041, 1.69662, 1.02390)  -0.271
C (0.32856, 0.98340, -0.31059)  -0.151
C (-0.47576, -0.34298, -0.41887)  -0.238
C (-0.29578, -1.15121, -1.73285)  -0.165
O (0.08869, -2.33488, -1.03030)  -0.120
C (0.05864, -1.64552, 0.22816)  -0.158
H (0.00823, 1.02348, 2.84138)  0.085
H (0.88423, 2.55656, 1.16820)  0.121
H (-0.81958, 2.15818, 1.11378)  0.117
H (1.38473, 0.72083, -0.46040)  0.122
H (0.00890, 1.63844, -1.13090)  0.119
H (-1.54035, -0.19666, -0.19542)  0.140
H (0.50935, -0.79036, -2.39041)  0.117
H (-1.19287, -1.32438, -2.34389)  0.115
H (-0.60528, -2.15692, 0.93795)  0.118
H (1.05708, -1.56073, 0.66921)  0.115

=====

Formula: C32H85N5O13
Source: OMol25
Level of theory: the ωB97M-V functional and the def2-TZVPD basis

For the gap between HOMO and LUMO, the calculation gives 8.97 eV. The HOMO energy is -0.310 Ha. As for the net charge: 0. As for the relative energy (zero: lowest compared OMol25 entry of this formula, charge and spin): 0.0 kJ/mol. As for the structure (SMILES): COCCNCCOC.COCCNCCOC.COCCNCCOC.COCCNCCOC.COCCNCCOC.CO.CO.O.

Each line ends with the Löwdin charge.
Positions of all 135 atoms, in Å:
C (-2.21463, -1.88806, 1.30230)  -0.109
O (-3.52060, -1.47020, 1.56617)  -0.185
C (-4.18434, -2.24906, 2.53632)  -0.221
C (-5.60314, -1.65699, 2.66289)  -0.195
N (-6.57533, -2.43595, 3.44772)  -0.055
C (-6.70722, -3.82762, 2.96437)  -0.198
C (-7.44725, -3.87843, 1.61899)  -0.222
O (-8.17742, -5.08745, 1.63430)  -0.205
C (-9.04402, -5.26369, 0.54824)  -0.125
H (-1.59214, -2.15746, 2.15837)  0.064
H (-1.57391, -1.17431, 0.76966)  0.077
H (-2.24218, -2.67417, 0.53386)  0.091
H (-3.65844, -2.07608, 3.48858)  0.124
H (-4.14496, -3.33168, 2.39020)  0.109
H (-6.03426, -1.31901, 1.71932)  0.120
H (-5.38750, -0.69720, 3.14248)  0.099
H (-6.18113, -2.49900, 4.38253)  0.103
H (-7.42297, -4.31944, 3.62430)  0.120
H (-5.78420, -4.40277, 2.95681)  0.102
H (-6.72222, -3.89311, 0.79544)  0.124
H (-8.16813, -3.05835, 1.51986)  0.127
H (-9.78463, -4.44613, 0.59585)  0.087
H (-9.56792, -6.21159, 0.62473)  0.086
H (-8.60401, -5.15984, -0.45149)  0.085
C (4.58632, -3.22313, -3.42577)  -0.104
O (3.67455, -2.49156, -2.65593)  -0.229
C (3.65918, -2.77076, -1.26724)  -0.197
C (2.59184, -1.99530, -0.50833)  -0.199
N (2.81231, -2.18793, 0.92741)  -0.034
C (2.32649, -3.51870, 1.40624)  -0.184
C (2.18871, -3.39403, 2.91268)  -0.228
O (1.11012, -2.53342, 3.23105)  -0.205
C (0.19829, -2.94624, 4.22115)  -0.108
H (5.42634, -3.61612, -2.84179)  0.095
H (4.93654, -2.65413, -4.28393)  0.082
H (4.10037, -4.13929, -3.79296)  0.076
H (4.60436, -2.46836, -0.80839)  0.132
H (3.53585, -3.84581, -1.10515)  0.114
H (1.56396, -2.21264, -0.81118)  0.101
H (2.74847, -0.91897, -0.63454)  0.111
H (2.18883, -1.57753, 1.44660)  0.058
H (3.07181, -4.30443, 1.25913)  0.114
H (1.37255, -3.76844, 0.92997)  0.123
H (3.08575, -2.87427, 3.28245)  0.124
H (2.30366, -4.34522, 3.44606)  0.123
H (0.55188, -2.84746, 5.24662)  0.089
H (-0.15691, -3.97268, 4.05949)  0.092
H (-0.72370, -2.39494, 4.03440)  0.063
C (8.72705, 6.53171, 0.98740)  -0.129
O (7.55851, 5.77991, 1.15437)  -0.189
C (6.99811, 5.28262, -0.03763)  -0.234
C (5.93112, 4.27839, 0.36698)  -0.214
N (5.55993, 3.35188, -0.70977)  -0.070
C (4.42982, 2.47769, -0.38268)  -0.206
C (3.95051, 1.72236, -1.60774)  -0.214
O (4.74341, 0.59779, -1.95055)  -0.181
C (5.29099, 0.55712, -3.23322)  -0.125
H (8.59976, 7.44324, 0.38628)  0.086
H (9.55461, 5.93590, 0.59848)  0.087
H (8.96581, 6.96600, 1.96065)  0.086
H (7.72384, 4.71931, -0.64352)  0.119
H (6.62495, 6.09387, -0.66750)  0.125
H (5.10711, 4.85545, 0.79587)  0.122
H (6.28089, 3.63280, 1.18326)  0.122
H (6.38299, 2.76664, -0.81344)  0.107
H (3.61977, 3.11300, -0.02191)  0.113
H (4.67082, 1.81740, 0.45887)  0.124
H (3.83483, 2.42073, -2.44076)  0.122
H (2.95011, 1.32406, -1.40477)  0.097
H (5.12707, -0.42252, -3.68970)  0.062
H (6.36665, 0.77432, -3.26005)  0.085
H (4.84523, 1.29945, -3.90776)  0.086
C (-5.65893, 3.99286, 4.66004)  -0.126
O (-4.46247, 3.49025, 4.11772)  -0.198
C (-4.61621, 2.47514, 3.12328)  -0.218
C (-3.22341, 2.20104, 2.57612)  -0.203
N (-3.00248, 3.07093, 1.41944)  -0.031
C (-1.68905, 2.78972, 0.81037)  -0.202
C (-0.91224, 4.05517, 0.49522)  -0.224
O (-0.95970, 4.92611, 1.60207)  -0.196
C (-0.54904, 6.25100, 1.31699)  -0.099
H (-5.51048, 4.98319, 5.08957)  0.082
H (-5.89871, 3.35008, 5.51955)  0.084
H (-6.53916, 4.02449, 4.01457)  0.084
H (-5.29992, 2.76091, 2.31869)  0.119
H (-5.12571, 1.63994, 3.62307)  0.105
H (-3.16320, 1.14696, 2.29076)  0.105
H (-2.53406, 2.29338, 3.42363)  0.127
H (-2.90136, 4.01449, 1.78722)  0.099
H (-1.76969, 2.19290, -0.10149)  0.085
H (-1.07604, 2.13093, 1.43978)  0.106
H (-1.40736, 4.52039, -0.37195)  0.118
H (0.11099, 3.80885, 0.19639)  0.124
H (-0.99722, 6.58750, 0.37681)  0.084
H (0.53331, 6.38169, 1.24800)  0.086
H (-0.95437, 6.82337, 2.14940)  0.088
C (1.28585, -4.95921, -3.16651)  -0.098
O (0.58798, -4.03586, -2.36483)  -0.201
C (-0.33589, -3.15402, -2.98271)  -0.208
C (0.27210, -2.19427, -3.99481)  -0.199
N (1.12223, -1.22526, -3.29748)  -0.026
C (1.71967, -0.27450, -4.21765)  -0.191
C (0.74917, 0.80231, -4.71624)  -0.199
O (0.56920, 1.73119, -3.65428)  -0.210
C (-0.66561, 2.41734, -3.77900)  -0.092
H (0.84039, -5.95907, -3.15413)  0.088
H (2.26467, -5.03469, -2.68533)  0.072
H (1.44055, -4.61669, -4.19240)  0.082
H (-0.74243, -2.54111, -2.17389)  0.107
H (-1.16993, -3.78200, -3.32324)  0.127
H (-0.53370, -1.64671, -4.49072)  0.097
H (0.71563, -2.77634, -4.81754)  0.112
H (1.89465, -1.76388, -2.89585)  0.071
H (2.21148, -0.78210, -5.05956)  0.124
H (2.47744, 0.27492, -3.64979)  0.106
H (-0.18177, 0.26675, -4.92135)  0.102
H (1.16167, 1.34594, -5.56517)  0.128
H (-1.45652, 1.67549, -3.94405)  0.079
H (-0.65970, 3.00288, -4.71224)  0.089
H (-0.77847, 3.09948, -2.94283)  0.087
C (-3.23131, -0.91444, -2.56656)  -0.121
O (-2.80108, 0.06532, -1.62039)  -0.138
H (-3.36294, -1.84804, -2.01868)  0.080
H (-4.22749, -0.59866, -2.89289)  0.087
H (-2.57650, -1.03785, -3.43217)  0.065
H (-3.19834, 0.91477, -1.81970)  0.083
C (1.60835, 0.78033, 2.34983)  -0.148
O (1.76984, 1.38897, 1.07393)  -0.142
H (1.77869, 1.54369, 3.10937)  0.081
H (0.65744, 0.25837, 2.45246)  0.074
H (2.41724, 0.06244, 2.53137)  0.063
H (1.16746, 0.95104, 0.45145)  0.019
O (-0.02163, 0.74126, -1.02997)  -0.065
H (0.46215, 0.46731, -1.82589)  0.020
H (-0.88295, 0.30341, -1.10678)  0.009